Arrangement 1

Density functional theory data (ωB97M-V/def2-TZVPD) for a 2-piece molecular cluster, H5N3OS overall.

Element x y z (Å)
N (0.096, 1.795, -1.411)
N (0.491, -2.030, 0.757)
N (-1.064, 1.244, -1.317)
O (0.641, 0.580, 1.441)
S (-0.442, -0.629, 1.122)
H (0.424, 1.622, -2.375)
H (0.439, -2.694, 1.559)
H (0.264, -2.534, -0.121)
H (-1.452, 1.461, -0.356)
H (0.604, 1.186, 0.701)

- HOMO-LUMO gap: 9.0957 eV
- Highest occupied orbital energy: -8.84 eV
- SMILES: [H]/N=N/[H].NSO

***

Arrangement 2

Density functional theory data (ωB97M-V/def2-TZVPD) for one molecule with the formula H5N3OS.

Element x y z (Å)
N (0.634, -0.379, -1.455)
N (-0.518, -0.996, 0.930)
N (-0.668, 1.332, -0.180)
O (1.512, 0.443, 0.871)
S (0.465, 0.016, 0.008)
H (1.191, -1.215, -1.548)
H (-0.837, -0.750, 1.832)
H (-1.073, -1.838, 0.672)
H (-0.566, 1.212, -1.164)
H (-0.141, 2.175, 0.035)

- HOMO-LUMO gap: 10.9913 eV
- Highest occupied orbital energy: -10.20 eV
- SMILES: N=S(N)(N)=O

***

According to the calculations, the structures order from most to least stable as arrangement 2, arrangement 1.

***

Arrangement 1

Density functional theory data (ωB97M-V/def2-TZVPD) for one molecule with the formula C6H7N3.

Element x y z (Å)
C (-0.916, 0.148, 1.227)
C (-0.427, -0.740, -1.491)
C (0.424, -1.526, -0.801)
C (-0.574, 0.734, -1.202)
C (1.104, -0.946, 0.397)
C (0.512, -0.043, 1.225)
N (-2.019, 0.440, 1.270)
N (-1.492, 1.479, -1.595)
N (1.152, 0.757, 2.143)
H (-1.226, -1.147, -2.203)
H (0.511, -2.616, -1.005)
H (0.266, 1.181, -0.751)
H (2.143, -1.172, 0.534)
H (-2.229, 0.979, -2.137)
H (0.546, 1.509, 2.269)
H (2.225, 0.964, 2.119)

- HOMO-LUMO gap: 8.8398 eV
- Highest occupied orbital energy: -8.64 eV
- SMILES: [H]\N=C/C=C\C=C(\N)C#N

***

Arrangement 2

Density functional theory data (ωB97M-V/def2-TZVPD) for one molecule with the formula C6H7N3.

Element x y z (Å)
C (-1.705, -0.647, 0.137)
C (1.254, 0.254, 0.369)
C (-1.266, 0.319, 0.926)
C (0.063, 0.808, 0.897)
C (1.105, -1.592, -1.364)
C (-1.226, -0.922, -1.322)
N (-0.118, -1.843, -1.395)
N (1.650, -0.512, -0.722)
N (0.275, 1.984, 1.608)
H (-2.539, -1.273, 0.419)
H (2.135, 0.728, 0.806)
H (-2.062, -1.367, -1.866)
H (-0.949, 0.036, -1.779)
H (2.645, -0.406, -0.891)
H (-0.467, 2.248, 2.234)
H (1.203, 2.186, 1.944)

- HOMO-LUMO gap (spin up / spin down): 6.6842 / 7.1944 eV
- Highest occupied orbital energy (spin up / spin down): -7.60 / -7.69 eV

***

According to the calculations, the structures order from most to least stable as arrangement 1, arrangement 2.